1.
Entry from the OMol25 dataset: a molecular structure, C9H16BCoN2O4S3SeSi (ωB97M-V/def2-TZVPD).

The value obtained for the LUMO energy is 4.596 eV. Its net charge is -2. The calculation puts the HOMO energy at -1.8 eV.

Positions of all 38 atoms, in Å:
Co1 -1.13 -0.68 0.30
O1 0.70 -0.14 0.59
N1 1.45 -0.87 1.41
C1 2.78 -0.80 1.21
C2 3.67 -1.44 2.03
C3 3.15 -2.20 3.09
C4 1.80 -2.29 3.25
C5 0.89 -1.63 2.39
S1 -0.79 -1.70 2.52
H1 3.05 -0.19 0.36
H2 4.73 -1.36 1.84
H3 3.82 -2.73 3.76
H4 1.36 -2.89 4.04
C6 -0.09 3.26 -3.13
Si1 -0.74 2.58 -1.48
C7 0.52 3.09 -0.18
C8 -2.35 3.49 -1.17
Se1 -0.93 0.37 -1.84
H5 -0.01 4.35 -3.09
H6 -0.76 2.99 -3.94
H7 0.90 2.84 -3.36
H8 0.61 4.18 -0.14
H9 1.49 2.66 -0.40
H10 0.22 2.73 0.81
H11 -2.24 4.56 -1.40
H12 -2.67 3.37 -0.13
H13 -3.14 3.07 -1.79
O2 -2.98 -1.13 0.05
S2 -3.76 0.13 0.43
O3 -4.81 -0.19 1.38
O4 -4.21 0.87 -0.72
S3 -2.17 1.07 1.32
B1 0.46 -4.68 -1.55
C9 -0.09 -3.33 -0.92
N2 -0.49 -2.36 -0.46
H14 -0.49 -5.35 -1.90
H15 1.11 -5.26 -0.69
H16 1.16 -4.39 -2.50

Atomic partial charges in e from the Mulliken method, atoms 1 to 6: 0.15, -0.29, 0.31, -0.31, -0.68, -0.07



2.
Entry from the OMol25 dataset: a molecular structure, C8H24N8O16 (ωB97M-V/def2-TZVPD).

The value obtained for the LUMO energy is -2.098 eV. The calculation puts the HOMO energy at -8.3 eV.

Positions of all 56 atoms, in Å:
C1 0.95 -0.62 -3.36
N1 1.58 -0.90 -2.02
O1 2.14 0.07 -1.46
O2 1.48 -2.04 -1.67
H1 1.33 -1.34 -4.09
H2 1.09 0.42 -3.63
H3 -0.12 -0.79 -3.22
C2 2.59 -0.15 2.00
N2 3.05 -1.56 1.71
O3 2.32 -2.53 1.70
O4 4.24 -1.73 1.42
H4 3.34 0.61 1.81
H5 2.28 -0.12 3.04
H6 1.81 0.04 1.26
C3 -3.71 1.17 -0.71
N3 -3.51 2.35 -1.56
O5 -4.37 3.19 -1.52
O6 -2.32 2.50 -1.94
H7 -2.80 0.58 -0.64
H8 -4.49 0.59 -1.21
H9 -3.97 1.54 0.29
C4 -1.81 0.64 -3.01
N4 -3.10 -0.05 -3.19
O7 -3.71 0.18 -4.22
O8 -3.56 -0.73 -2.28
H10 -1.12 -0.15 -3.31
H11 -1.78 0.91 -1.96
H12 -1.80 1.57 -3.58
C5 0.65 -1.18 4.13
N5 0.39 -0.10 3.08
O9 0.31 -0.40 1.92
O10 0.49 1.05 3.44
H13 1.51 -0.92 4.75
H14 0.78 -2.14 3.62
H15 -0.26 -1.33 4.71
C6 0.45 -2.82 0.83
N6 -0.41 -3.15 -0.35
O11 -0.30 -4.28 -0.86
O12 -1.14 -2.27 -0.78
H16 1.19 -2.14 0.42
H17 0.98 -3.67 1.25
H18 -0.15 -2.38 1.63
C7 1.97 3.37 1.96
N7 0.80 3.06 1.04
O13 -0.09 3.92 0.81
O14 0.80 1.94 0.56
H19 1.54 3.82 2.86
H20 2.52 4.16 1.44
H21 2.60 2.48 2.05
C8 0.28 -0.22 0.03
N8 -0.65 0.11 -1.01
O15 -1.42 1.07 -0.90
O16 -0.59 -0.64 -2.01
H22 0.91 0.63 0.28
H23 0.94 -0.94 -0.45
H24 -0.14 -0.70 0.91

Atomic partial charges in e from the Mulliken method, atoms 1 to 6: -0.60, 1.40, -0.61, -0.61, 0.34, 0.27



3.
Entry from the OMol25 dataset: a molecular structure, C36H36ClN4O4V (ωB97M-V/def2-TZVPD).

The value obtained for the LUMO energy (spin up / spin down) is -0.852 / -0.857 eV. As for the expectation value of S²: 2.02. Its multiplicity is 3. The calculation puts the HOMO energy (spin up / spin down) at -7.6 / -7.8 eV.

Positions of all 82 atoms, in Å:
V1 0.49 -0.29 0.23
C1 2.56 -3.34 2.61
C2 3.42 -3.89 1.68
C3 3.40 -3.43 0.38
C4 2.53 -2.40 0.05
N1 1.74 -1.82 0.98
C5 1.73 -2.31 2.21
C6 2.32 -1.95 -1.33
C7 3.09 -2.31 -2.43
C8 2.68 -1.87 -3.68
C9 1.53 -1.13 -3.83
C10 0.80 -0.80 -2.68
N2 1.24 -1.18 -1.49
C11 -0.48 -0.08 -2.65
C12 -1.28 0.01 -3.78
C13 -2.52 0.62 -3.67
C14 -2.91 1.12 -2.44
C15 -2.05 0.99 -1.36
N3 -0.86 0.41 -1.46
H1 2.51 -3.71 3.63
H2 4.09 -4.70 1.96
H3 4.04 -3.87 -0.37
H4 1.03 -1.83 2.90
H5 3.98 -2.91 -2.32
H6 3.27 -2.12 -4.55
H7 1.20 -0.79 -4.80
H8 -0.96 -0.42 -4.72
H9 -3.17 0.70 -4.53
H10 -3.87 1.60 -2.30
H11 -2.31 1.38 -0.39
C16 -0.01 3.72 -3.36
C17 1.13 2.85 -2.90
C18 2.15 2.48 -3.77
C19 3.19 1.66 -3.34
C20 4.31 1.29 -4.26
C21 3.18 1.18 -2.03
C22 2.14 1.50 -1.15
C23 1.15 2.38 -1.59
N4 1.98 0.93 0.13
C24 3.00 1.28 1.14
C25 2.35 1.31 2.53
C26 4.19 0.29 1.19
C27 3.53 2.69 0.87
H12 0.34 4.50 -4.05
H13 -0.50 4.20 -2.52
H14 -0.76 3.13 -3.89
H15 2.14 2.84 -4.79
H16 4.00 1.36 -5.31
H17 4.66 0.27 -4.08
H18 5.17 1.96 -4.13
H19 3.97 0.51 -1.72
H20 0.38 2.66 -0.88
H21 1.84 0.38 2.76
H22 1.62 2.12 2.58
H23 3.12 1.48 3.29
H24 4.45 -0.09 0.20
H25 3.97 -0.57 1.83
H26 5.07 0.78 1.60
H27 2.70 3.38 0.69
H28 4.20 2.72 0.00
H29 4.09 3.04 1.73
C28 -2.05 1.46 3.15
C29 -1.14 1.42 1.93
O1 -1.02 2.39 1.18
O2 -0.51 0.31 1.77
H30 -1.43 1.60 4.04
H31 -2.56 0.50 3.24
H32 -2.75 2.28 3.07
Cl1 -4.21 -7.51 -1.28
C30 -3.58 -5.94 -0.87
C31 -4.43 -4.99 -0.32
C32 -3.92 -3.74 -0.01
C33 -2.58 -3.44 -0.23
C34 -1.75 -4.41 -0.77
C35 -2.24 -5.66 -1.10
C36 -2.05 -2.06 0.11
O3 -2.84 -1.17 0.41
O4 -0.78 -1.97 0.06
H33 -5.47 -5.23 -0.15
H34 -4.56 -2.97 0.41
H35 -0.71 -4.17 -0.93
H36 -1.61 -6.42 -1.54

Atomic partial charges in e from the Mulliken method, atoms 1 to 6: 0.30, -1.05, -0.75, -0.81, 0.20, 1.56



4.
Entry from the OMol25 dataset: 2 unconnected molecules or ions with the total composition C6H6ClN4OP (ωB97M-V/def2-TZVPD).

The value obtained for the LUMO energy (spin up / spin down) is -4.668 / -4.668 eV. The calculation puts the HOMO energy (spin up / spin down) at -9.7 / -9.7 eV.

Positions of all 19 atoms, in Å:
C1 -1.61 2.65 -0.78
C2 1.49 -1.73 1.97
C3 -0.90 1.76 -1.60
C4 1.69 -1.29 0.70
C5 -1.01 0.94 0.46
C6 -0.36 -2.20 0.90
N1 -1.52 2.15 0.52
N2 0.23 -2.30 2.07
N3 -0.47 0.68 -0.79
N4 0.52 -1.55 -0.01
O1 -0.72 -1.51 -2.35
P1 0.13 -0.77 -1.45
Cl1 2.42 1.95 -1.32
H1 -1.98 3.61 -1.07
H2 2.15 -1.73 2.79
H3 -0.26 2.00 -2.37
H4 2.51 -0.68 0.30
H5 -0.92 0.41 1.38
H6 -1.39 -2.40 0.65

Atomic partial charges in e from the Mulliken method, atoms 1 to 6: -0.26, -0.38, -0.43, -0.13, 0.04, -0.13



5.
Entry from the OMol25 dataset: 2 unconnected molecules or ions with the total composition C4H10N2O (ωB97M-V/def2-TZVPD).

The value obtained for the LUMO energy is 0.831 eV. The calculation puts the HOMO energy at -8.6 eV. Its SMILES is C/N=C\N.CC=O.

Positions of all 17 atoms, in Å:
C1 1.61 -1.55 0.07
N1 2.68 -0.78 -0.53
C2 2.74 0.47 -0.37
N2 1.93 1.28 0.37
H1 1.66 -2.56 -0.35
H2 1.74 -1.62 1.15
H3 0.62 -1.13 -0.13
H4 3.58 0.97 -0.83
H5 1.02 0.93 0.64
H6 1.98 2.27 0.23
C3 -3.40 0.13 0.15
C4 -1.99 0.41 -0.24
O1 -1.12 0.78 0.49
H7 -4.07 0.76 -0.45
H8 -3.56 0.33 1.20
H9 -3.64 -0.91 -0.08
H10 -1.78 0.23 -1.32

Atomic partial charges in e from the Mulliken method, atoms 1 to 6: -0.59, -0.55, 0.15, -0.40, 0.29, 0.31



6.
Entry from the OMol25 dataset: a molecular structure, C3H5IN2 (ωB97M-V/def2-TZVPD).

The value obtained for the LUMO energy is -0.082 eV. The calculation puts the HOMO energy at -9.4 eV.

Positions of all 11 atoms, in Å:
C1 -0.66 0.63 0.18
C2 0.78 0.72 -0.18
C3 -1.32 -0.72 -0.03
N1 -0.83 -1.87 -0.09
N2 1.64 0.04 0.44
I1 3.61 0.14 -0.07
H1 -1.22 1.38 -0.39
H2 1.03 1.40 -1.00
H3 -0.80 0.86 1.24
H4 -2.40 -0.65 -0.12
H5 0.18 -1.93 0.01

Atomic partial charges in e from the Mulliken method, atoms 1 to 6: -0.37, 0.02, -0.01, -0.66, -0.64, 0.10



7.
Entry from the OMol25 dataset: C2HF2IO in the gas phase (ωB97M-V/def2-TZVPD).

The value obtained for the LUMO energy is 0.121 eV. The calculation puts the HOMO energy at -9.9 eV. Its SMILES is O=CC(F)(F)I.

Positions of all 7 atoms, in Å:
O1 0.97 -1.10 1.31
C1 1.05 -0.26 0.48
C2 -0.52 0.27 -0.34
F1 -0.40 0.62 -1.62
F2 -0.92 1.31 0.40
I1 -1.98 -1.25 -0.29
H1 1.80 0.42 0.07

Atomic partial charges in e from the Mulliken method, atoms 1 to 6: -0.36, 0.12, 0.24, -0.20, -0.20, 0.09



8.
Entry from the OMol25 dataset: 2 unconnected molecules or ions with the total composition CH4N2O (ωB97M-V/def2-TZVPD).

The value obtained for the LUMO energy is 0.839 eV. The calculation puts the HOMO energy at -9.7 eV. Its SMILES is C#[N+][O-].N.

Positions of all 8 atoms, in Å:
C1 1.28 2.61 0.20
N1 0.23 2.15 0.30
O1 -0.80 1.59 0.45
H1 2.15 3.17 0.05
N2 -0.66 -1.42 -0.37
H2 -0.01 -1.67 0.37
H3 -1.54 -1.88 -0.18
H4 -0.82 -0.42 -0.29

Atomic partial charges in e from the Mulliken method, atoms 1 to 6: -0.25, 0.46, -0.63, 0.40, -0.70, 0.23



9.
Entry from the OMol25 dataset: C10H13ClO in the gas phase (ωB97M-V/def2-TZVPD).

The value obtained for the LUMO energy is 0.745 eV. The calculation puts the HOMO energy at -9.1 eV. Its SMILES is C=C1CC[C@@H]2C(=O)[C@@]1(Cl)C2(C)C.

Positions of all 25 atoms, in Å:
C1 -0.97 2.01 -1.53
C2 0.03 1.22 -1.16
C3 1.36 1.56 -0.52
C4 1.62 0.66 0.79
C5 0.91 -0.71 0.64
C6 1.10 -1.08 -0.81
O1 1.76 -1.93 -1.29
C7 -0.16 -0.24 -1.23
Cl1 -1.16 -0.73 -2.55
C8 -0.61 -0.80 0.48
C9 -1.44 0.18 1.21
C10 -1.03 -2.28 0.64
H1 -1.90 1.59 -1.89
H2 -0.93 3.05 -1.38
H3 2.12 1.21 -1.20
H4 1.58 2.56 -0.28
H5 2.76 0.58 1.05
H6 1.48 1.29 1.71
H7 1.40 -1.42 1.28
H8 -1.71 0.88 0.46
H9 -0.75 0.79 1.83
H10 -2.21 -0.40 1.68
H11 -2.02 -2.48 0.24
H12 -0.98 -2.57 1.67
H13 -0.26 -2.91 0.14

Atomic partial charges in e from the Mulliken method, atoms 1 to 6: -1.11, 0.10, -0.92, -1.08, -0.11, -0.38



10.
Entry from the OMol25 dataset: a molecular structure, C23H18F6N7O4RhS2 (ωB97M-V/def2-TZVPD).

The value obtained for the LUMO energy is -7.575 eV. Its net charge is +2. The calculation puts the HOMO energy at -14.8 eV.

Positions of all 61 atoms, in Å:
Rh1 0.06 -0.19 0.42
N1 -2.99 0.64 0.77
C1 -2.15 1.41 1.54
C2 -2.66 2.57 2.13
C3 -1.87 3.31 2.97
C4 -0.56 2.87 3.24
C5 -0.11 1.75 2.60
N2 -0.89 1.03 1.75
C6 -2.84 -0.64 0.29
C7 -4.00 -1.31 -0.13
C8 -3.92 -2.62 -0.54
C9 -2.68 -3.26 -0.52
C10 -1.58 -2.55 -0.13
N3 -1.65 -1.24 0.23
H1 -3.92 1.01 0.68
H2 -3.68 2.88 1.92
H3 -2.25 4.21 3.43
H4 0.09 3.41 3.90
H5 0.90 1.40 2.72
H6 -4.95 -0.80 -0.10
H7 -4.81 -3.15 -0.86
H8 -2.57 -4.30 -0.81
H9 -0.60 -2.99 -0.12
C11 1.29 -1.79 -4.91
C12 0.09 -1.52 -4.25
C13 0.09 -1.35 -2.88
C14 1.28 -1.50 -2.18
C15 2.49 -1.77 -2.82
C16 2.48 -1.90 -4.19
N4 1.21 -1.44 -0.76
N5 2.02 -2.16 -0.14
C17 1.83 -2.17 1.25
C18 2.63 -2.98 2.03
C19 2.35 -3.06 3.39
C20 1.27 -2.36 3.90
C21 0.52 -1.56 3.05
N6 0.81 -1.46 1.76
H10 1.30 -1.89 -5.98
H11 -0.82 -1.42 -4.81
H12 -0.84 -1.12 -2.36
H13 3.41 -1.85 -2.26
H14 3.41 -2.08 -4.72
H15 3.44 -3.53 1.57
H16 2.96 -3.68 4.03
H17 1.01 -2.41 4.94
H18 -0.33 -0.98 3.41
F1 3.00 4.42 -0.01
C22 2.36 3.47 0.64
F2 1.07 3.80 0.78
F3 2.89 3.29 1.84
S1 2.47 1.90 -0.32
O1 1.81 0.92 0.60
O2 3.84 1.63 -0.55
N7 1.68 2.17 -1.64
S2 0.16 2.00 -1.97
O3 -0.58 1.32 -0.88
O4 -0.07 1.52 -3.29
C23 -0.59 3.73 -1.92
F4 0.38 4.63 -1.94
F5 -1.31 3.87 -0.81
F6 -1.36 3.87 -2.97

Atomic partial charges in e from the Mulliken method, atoms 1 to 6: 0.12, 0.07, 0.68, -1.07, -0.45, -1.08



11.
Entry from the OMol25 dataset: a molecular structure, C23H38N7O5S2Sr (ωB97M-V/def2-TZVPD).

The value obtained for the LUMO energy is 2.375 eV. Its net charge is -1. The calculation puts the HOMO energy at -5.0 eV.

Positions of all 76 atoms, in Å:
Sr1 -1.01 -2.28 1.24
O1 -2.40 -3.96 -0.02
C1 -3.80 -3.90 -0.24
C2 -4.25 -2.43 -0.03
N1 -3.67 -1.75 1.20
C3 -4.24 -2.25 2.50
C4 -3.36 -3.31 3.34
O2 -3.93 -3.74 4.38
O3 -2.30 -3.68 2.75
C5 -3.85 -0.29 1.11
C6 -2.71 0.50 1.80
O4 -2.90 1.72 1.75
O5 -1.65 -0.12 2.15
H1 -2.10 -4.85 -0.17
H2 -4.28 -4.62 0.46
H3 -4.01 -4.26 -1.30
H4 -5.33 -2.46 0.18
H5 -3.95 -1.80 -0.91
H6 -5.20 -2.73 2.33
H7 -4.51 -1.37 3.12
H8 -4.82 0.04 1.38
H9 -3.68 0.00 0.05
C7 3.87 -0.52 0.91
C8 2.64 -1.23 1.43
N2 1.93 -2.10 0.83
N3 2.31 -2.39 -0.47
C9 1.67 -3.39 -1.00
N4 1.90 -3.56 -2.35
S1 0.56 -4.64 -0.44
C10 2.06 -0.79 2.69
C11 1.68 -1.77 3.58
C12 0.73 -1.42 4.58
C13 0.37 -0.07 4.68
C14 0.96 0.82 3.81
N5 1.81 0.53 2.81
H10 3.55 0.20 0.14
H11 4.42 -1.21 0.30
H12 4.41 0.04 1.69
H13 2.55 -2.91 -2.82
H14 1.37 -4.27 -2.81
H15 1.97 -2.77 3.45
H16 0.16 -2.14 5.20
H17 -0.46 0.22 5.34
H18 0.66 1.85 3.82
C15 2.45 5.23 -1.29
C16 1.13 5.29 -0.53
C17 0.25 4.06 -0.59
C18 0.57 2.95 0.40
N6 -0.31 1.82 0.18
C19 -0.21 0.96 -0.79
S2 -1.37 -0.29 -1.03
N7 0.83 1.11 -1.67
C20 1.34 -0.01 -2.46
C21 2.35 0.39 -3.50
C22 1.81 1.02 -4.80
C23 1.27 2.47 -4.54
H19 3.00 6.12 -1.24
H20 2.28 5.06 -2.34
H21 3.06 4.42 -0.96
H22 0.49 6.13 -0.90
H23 1.24 5.63 0.47
H24 0.31 3.70 -1.63
H25 -0.81 4.37 -0.42
H26 0.29 3.24 1.43
H27 1.60 2.64 0.33
H28 -1.22 1.80 0.73
H29 1.53 1.83 -1.40
H30 0.43 -0.38 -3.05
H31 1.65 -0.83 -1.80
H32 2.79 -0.54 -3.78
H33 3.15 1.07 -3.10
H34 1.00 0.45 -5.19
H35 2.61 1.01 -5.56
H36 0.42 2.36 -3.89
H37 0.83 2.92 -5.43
H38 2.08 3.07 -4.08

Atomic partial charges in e from the Mulliken method, atoms 1 to 6: 1.27, -0.14, -0.71, -0.83, 0.64, -0.88



12.
Entry from the OMol25 dataset: 2 unconnected molecules or ions with the total composition C26H34NO7 (ωB97M-V/def2-TZVPD).

The value obtained for the LUMO energy is 2.610 eV. Its net charge is -1. The calculation puts the HOMO energy at -3.5 eV.

Positions of all 68 atoms, in Å:
C1 3.81 -1.93 3.53
C2 3.11 -0.75 2.90
O1 1.73 -0.95 3.22
C3 0.90 0.00 2.73
C4 -0.43 -0.26 3.30
C5 -1.53 0.65 3.21
O2 -1.49 1.76 2.68
C6 -2.87 0.16 3.86
C7 -3.71 -0.85 3.08
C8 -3.35 -2.34 3.13
C9 -2.02 -2.77 2.49
C10 -0.86 -2.82 3.47
C11 -0.50 -1.50 4.16
O3 1.32 0.83 1.93
H1 4.89 -1.89 3.33
H2 3.66 -1.95 4.61
H3 3.44 -2.87 3.12
H4 3.45 0.20 3.31
H5 3.23 -0.72 1.81
H6 -2.67 -0.21 4.87
H7 -3.50 1.06 3.94
H8 -4.73 -0.78 3.50
H9 -3.77 -0.52 2.03
H10 -3.42 -2.70 4.16
H11 -4.15 -2.85 2.57
H12 -2.16 -3.79 2.09
H13 -1.77 -2.14 1.62
H14 -1.09 -3.57 4.25
H15 0.04 -3.18 2.94
H16 0.49 -1.66 4.58
H17 -1.19 -1.32 4.99
C12 -3.46 3.73 -4.28
N1 -2.71 4.70 -3.50
C13 -2.72 6.02 -4.08
C14 -1.84 4.31 -2.48
C15 -0.51 3.92 -2.79
C16 0.34 3.49 -1.79
C17 -0.11 3.42 -0.44
C18 0.82 3.22 0.66
C19 1.94 3.95 0.84
C20 2.81 3.72 2.03
O4 2.45 3.21 3.06
O5 4.11 4.18 1.90
C21 4.56 4.60 0.61
C22 5.81 5.47 0.78
C23 4.83 3.41 -0.30
O6 3.59 5.51 0.01
C24 2.28 5.14 0.00
O7 1.48 5.79 -0.64
C25 -1.48 3.62 -0.18
C26 -2.30 4.17 -1.15
H18 -3.40 2.72 -3.85
H19 -4.52 4.03 -4.32
H20 -3.11 3.70 -5.32
H21 -2.08 6.69 -3.48
H22 -2.35 6.00 -5.12
H23 -3.75 6.41 -4.10
H24 -0.17 3.95 -3.83
H25 1.36 3.18 -2.00
H26 0.59 2.50 1.43
H27 5.55 6.37 1.35
H28 6.61 4.92 1.28
H29 6.17 5.77 -0.21
H30 3.94 2.80 -0.47
H31 5.22 3.78 -1.25
H32 5.62 2.81 0.17
H33 -1.84 3.39 0.83
H34 -3.33 4.47 -0.91

Atomic partial charges in e from the Mulliken method, atoms 1 to 6: -1.32, -0.05, -0.19, 0.13, 0.35, 0.91



Listing strongest force on any atom for the structures above in their given order: 0.64, 11.08, 1.07, 4.22, 0.52, 1.08, 4.27, 1.89, 2.84, 0.55, 3.41, 2.27 eV/Å.
Listing ΔE to the lowest compared entry with this formula, charge and spin for the structures above in their given order: 0.0, 2310.2, 0.0, 253.6, 179.5, 34.9, 82.5, 386.3, 159.5, 3.1, 38.8, 0.0 kJ/mol.